{"formula": "C5H14NO", "method": "ωB97M-V/def2-TZVPD", "species": ["O", "N", "C", "C", "C", "C", "C", "H", "H", "H", "H", "H", "H", "H", "H", "H", "H", "H", "H", "H", "H"], "positions_angstrom": [[1.63884, -0.75310, 1.71734], [1.20311, 1.37810, -0.50427], [0.55748, 0.86657, -1.77567], [-1.68483, 0.79521, 0.62600], [-1.01160, -0.24981, 0.03734], [-0.33464, -0.33518, -1.30755], [-1.10947, -1.61563, 0.62936], [-1.07023, -0.65104, -2.07185], [0.38413, -1.15753, -1.29449], [1.61060, 0.59492, 0.03841], [-1.93332, -2.33188, 0.54850], [2.07331, -0.90521, 2.58166], [-0.36123, -2.32787, 0.24075], [-1.96209, 0.67861, 1.68827], [0.69885, -0.80106, 1.92135], [-2.17021, 1.71345, 0.32064], [-0.95201, -1.60416, 1.72015], [0.51597, 1.76274, 0.14838], [1.41592, 0.42961, -2.29078], [0.09276, 1.66035, -2.35623], [1.81018, 2.19875, -0.58913]], "forces_ev_per_angstrom": [[-0.2219, 0.2916, 0.1617], [-0.7960, 0.7605, 0.6824], [0.2143, -0.8179, 0.7475], [-1.2592, 0.3682, 2.4380], [-0.5954, -2.7439, -2.1334], [1.2287, 1.0898, -0.3738], [1.3317, -0.8483, 1.0784], [-0.0999, 0.3039, 0.2699], [-0.3618, -0.2067, 0.2767], [0.6766, 0.2731, -0.0712], [-1.1443, 0.8461, -0.2905], [0.0281, 0.1466, -0.5991], [0.2209, 0.7413, -0.1346], [0.4099, -0.2147, -0.2754], [0.3311, -0.1770, 0.3308], [0.4521, 0.1367, -1.2289], [-0.4706, 0.2588, -0.0323], [-0.2701, -0.0395, -0.0825], [-0.4013, 0.2489, -0.5193], [0.0065, 0.0547, 0.2546], [0.7203, -0.4721, -0.4990]], "homo_lumo_gap_ev": [10.20, 6.82], "total_charge": 2, "spin_multiplicity": 2}



{"formula": "C23H53N2O10S9", "method": "ωB97M-V/def2-TZVPD", "species": ["S", "S", "S", "S", "S", "S", "S", "S", "S", "O", "O", "O", "O", "O", "O", "O", "O", "O", "O", "N", "N", "C", "C", "C", "C", "C", "C", "C", "C", "C", "C", "C", "C", "C", "C", "C", "C", "C", "C", "C", "C", "C", "C", "C", "H", "H", "H", "H", "H", "H", "H", "H", "H", "H", "H", "H", "H", "H", "H", "H", "H", "H", "H", "H", "H", "H", "H", "H", "H", "H", "H", "H", "H", "H", "H", "H", "H", "H", "H", "H", "H", "H", "H", "H", "H", "H", "H", "H", "H", "H", "H", "H", "H", "H", "H", "H", "H"], "positions_angstrom": [[-4.47720, -0.70222, 1.62967], [2.56431, -7.00520, 5.18485], [0.95577, 8.39230, -4.86140], [0.90370, -2.55275, 2.85044], [0.38419, 4.26131, 1.01210], [-2.61057, 3.72817, -2.79505], [3.44231, -2.34251, -1.08730], [-1.28531, -8.07150, 4.43421], [-0.23372, 4.08839, -7.69239], [1.77007, 2.73926, -3.60280], [3.87102, -1.01467, -0.55504], [0.59198, 4.92815, -8.60056], [0.81232, 8.12130, -3.40087], [-0.15468, 1.91796, -4.32161], [1.70116, -7.05537, 3.96366], [0.03968, -2.60514, 1.62670], [-1.12205, -8.40945, 5.87859], [0.00969, 3.67432, 2.33297], [-3.61503, 0.12573, 0.72542], [0.23896, 0.41667, 0.77315], [-1.97378, 1.04227, -2.24971], [-2.34614, -9.33340, 3.70530], [-0.10864, 4.77569, -6.03846], [1.70977, 1.53415, -0.97583], [-2.49154, -6.73502, 4.32713], [-0.19013, -2.58378, 4.28272], [-1.95789, 4.53989, -7.95940], [0.77400, 2.12715, -3.31250], [0.56398, 1.54794, -1.88198], [-0.94799, 5.37256, 0.52572], [2.67772, 8.09405, -5.29996], [-6.18280, -0.20342, 1.34539], [1.58858, 5.56452, 1.32213], [1.01792, 10.18020, -5.07546], [-2.34107, 2.24267, -2.24244], [-0.84255, 0.43912, -0.07233], [-0.76168, 1.01689, -1.42608], [1.47783, -7.03571, 6.61888], [1.58133, -4.19955, 3.10110], [4.38437, -2.65082, -2.59108], [1.45872, 0.94989, 0.38076], [-4.34804, -0.00047, 3.28355], [3.24318, -8.65450, 5.43370], [1.85056, -2.10445, -1.89837], [-0.75471, -1.65155, 4.30687], [1.11001, -1.85808, -1.13620], [2.43802, -9.39031, 5.43151], [0.34862, 1.77494, -5.14547], [1.55803, -3.02612, -2.40253], [2.30462, 0.94712, 1.10983], [2.69875, 1.94978, -1.25468], [3.78064, -8.68649, 6.38200], [2.11861, -4.23083, 4.04918], [-3.33433, -0.16306, 3.64836], [0.91470, -6.10267, 6.64437], [-3.25954, -9.43700, 4.29295], [-1.82455, 0.01910, 0.26924], [0.77909, -4.93644, 3.09985], [3.93396, -8.86878, 4.61890], [2.50650, 5.10519, 1.68789], [1.77937, 10.60583, -4.42076], [0.78606, -7.87423, 6.54398], [-3.39580, -7.00451, 4.87498], [-6.46757, -0.50997, 0.33959], [-0.34346, 5.84138, -6.05278], [-2.72874, -6.54346, 3.27978], [4.29311, -1.79991, -3.26755], [5.43021, -2.78805, -2.31919], [-2.24386, 4.22567, -8.96242], [-0.88029, -3.42483, 4.20335], [2.07877, -7.12147, 7.52580], [-6.82983, -0.69667, 2.07121], [-2.58517, 4.02919, -7.22714], [1.79524, 6.09663, 0.39246], [-5.05566, -0.50053, 3.94559], [2.27243, -4.41571, 2.28733], [0.04352, 10.59169, -4.81486], [-1.80504, -10.27875, 3.70592], [-2.05278, -5.84039, 4.76863], [2.84704, 8.39718, -6.33380], [1.91950, -1.28685, -2.61818], [-4.55493, 1.06991, 3.25028], [-0.79561, 4.24811, -5.37493], [3.33294, 8.65328, -4.63084], [2.87881, 7.02808, -5.19834], [-2.58839, -9.05495, 2.67892], [-6.27277, 0.87986, 1.43467], [4.01337, -3.55644, -3.07234], [-1.15886, 6.07382, 1.33383], [0.91240, 4.63506, -5.68304], [1.20275, 6.25419, 2.07350], [-0.65883, 5.91349, -0.37699], [1.24310, 10.41360, -6.11683], [0.40532, -2.66949, 5.19232], [0.15603, 0.00762, 1.71617], [-1.83678, 4.77576, 0.32114], [-2.07635, 5.62045, -7.86904]], "forces_ev_per_angstrom": [[-0.2291, -0.1733, 0.1830], [0.0372, -0.0920, 0.1429], [0.0689, 0.0678, 0.0164], [0.1464, -0.3013, 0.2514], [-0.1417, 0.4110, 0.0830], [0.0222, -2.0418, 1.5501], [-0.0246, -0.1120, -0.0051], [0.0125, -0.0836, -0.3085], [0.0080, -0.0093, -0.1604], [-0.0879, -0.4991, 0.9898], [-0.1910, 0.0920, -0.1068], [-0.1335, -0.0606, 0.2248], [0.0661, 0.0058, -0.1263], [0.2436, -1.0895, 1.6921], [0.1174, -0.0352, 0.1981], [-0.0828, 0.2981, 0.0343], [-0.3025, -0.0256, -0.1156], [0.0787, -0.1414, -0.1668], [-0.1553, 0.1010, 0.1584], [1.1490, 1.4345, -2.3764], [0.7983, 2.4447, 2.1358], [-0.1800, -0.0427, 0.0985], [-0.0221, 0.2253, 0.1695], [-3.3117, -1.4967, 1.6579], [-0.1739, 0.0021, 0.0872], [-0.1187, 0.0003, -0.0024], [-0.0994, 0.0550, 0.0135], [0.4668, 0.4327, -1.2038], [-1.1108, -0.6611, 1.0973], [-0.0970, 0.0033, -0.0637], [0.0972, -0.0008, 0.0184], [-0.0118, 0.1315, -0.1181], [0.1239, 0.0075, 0.0147], [0.0148, 0.0994, 0.0336], [0.1015, 0.3027, -2.9755], [0.0653, 0.5783, -1.8298], [2.6903, -0.7324, 1.9839], [0.1070, -0.0826, 0.1092], [-0.0376, 0.0966, -0.1500], [0.0355, 0.0798, -0.0831], [0.4363, 0.7705, -1.8806], [0.0513, 0.1409, -0.0002], [0.0199, -0.1111, -0.0716], [-0.0701, 0.1097, -0.0591], [0.0653, -0.0070, -0.0214], [0.0796, -0.1148, 0.0778], [-0.0556, 0.1026, -0.0022], [-0.1181, 0.5036, 0.2804], [0.0157, 0.0042, 0.0573], [-1.0706, -0.2262, -0.6493], [-0.8934, -0.4782, 0.2705], [-0.0168, 0.0642, -0.0237], [-0.0133, 0.0586, -0.0306], [-0.0325, -0.0433, -0.0763], [0.0540, -0.0120, -0.0558], [0.0453, 0.0241, 0.0297], [0.9285, 0.4007, -0.1294], [0.0140, 0.0602, 0.0039], [-0.0385, 0.0980, 0.0088], [-0.0718, -0.0501, -0.0191], [-0.0086, -0.0905, 0.0200], [-0.0154, 0.0747, -0.0778], [0.0474, -0.0260, 0.0194], [0.0949, -0.0383, 0.0417], [0.0087, -0.0165, -0.0869], [0.0640, -0.0348, 0.0048], [-0.0307, 0.0205, 0.0706], [-0.0774, 0.0116, 0.0860], [0.1076, -0.0238, 0.0351], [0.0613, -0.0071, -0.0872], [0.0831, 0.0874, -0.0717], [0.0815, -0.0408, -0.0032], [0.0472, -0.0267, -0.0089], [-0.0394, -0.0520, -0.0129], [0.0185, -0.0412, -0.0661], [-0.0356, 0.0735, 0.0201], [0.0128, -0.1075, -0.0011], [0.0620, 0.0975, 0.0331], [0.0685, -0.0909, 0.0089], [-0.0634, -0.0321, 0.0110], [0.1061, -0.0237, 0.0004], [0.0073, -0.0307, -0.0672], [0.0164, -0.0221, -0.0375], [-0.0907, 0.0110, 0.0346], [-0.0982, 0.0317, -0.0014], [0.0674, 0.0290, 0.0232], [0.0814, -0.0239, 0.0130], [-0.0175, 0.0025, 0.0720], [0.0800, -0.0724, 0.0381], [-0.0196, -0.0549, -0.0687], [-0.0709, -0.0879, -0.0074], [0.0369, -0.0400, 0.0078], [-0.0258, -0.0629, 0.0124], [0.0290, 0.0318, -0.0559], [-0.0346, 0.1535, -0.7846], [0.0795, -0.0447, 0.0230], [0.0978, -0.0162, 0.0026]], "homo_lumo_gap_ev": 6.48, "total_charge": 1, "spin_multiplicity": 1}



{"formula": "C5H10N2O2S", "method": "ωB97M-V/def2-TZVPD", "species": ["S", "O", "O", "N", "N", "C", "C", "C", "C", "C", "H", "H", "H", "H", "H", "H", "H", "H", "H", "H"], "positions_angstrom": [[1.96974, -1.45990, -0.29157], [-1.31999, -1.52448, -1.40421], [-1.80688, 0.61350, -1.19327], [1.34431, 1.14944, -0.60652], [-1.39582, -0.45616, -0.74010], [-0.86561, -0.42531, 0.56125], [1.06109, 0.00107, -0.32518], [0.88060, -2.74891, 0.30694], [-1.12796, 0.81159, 1.27239], [1.04035, 2.45051, -1.09959], [0.00160, 2.30580, -1.52335], [-2.12293, 1.24219, 1.24939], [-0.91751, 0.66113, 2.39678], [-0.50482, 1.62939, 0.94568], [1.29066, -3.70310, 0.01694], [1.82758, 2.84716, -1.77865], [0.82350, 3.10878, -0.22158], [-0.97331, -1.39049, 1.04485], [-0.11390, -2.62212, -0.06312], [0.90929, -2.49010, 1.45290]], "forces_ev_per_angstrom": [[0.8735, 0.1049, -1.0988], [-0.4894, 1.3683, 0.7071], [0.0350, -0.5379, -0.4232], [0.1569, -2.5953, 0.1759], [-0.1536, -0.6909, -1.2222], [1.1797, -0.1233, -1.1409], [-0.8214, 1.2907, 0.9965], [0.2657, 1.4906, 3.0050], [0.1312, 0.8947, 3.3211], [-2.0945, 0.1177, 0.6294], [1.3119, 0.6846, -0.3547], [-0.4908, -0.4290, -0.3335], [-0.0998, 0.1711, -1.6366], [0.4052, 0.1903, -0.1359], [0.3125, -0.1680, 0.1958], [-0.7468, -0.3226, 0.5236], [0.6878, -0.1814, -0.7421], [0.1264, 0.4304, 0.0187], [-0.2828, -0.1833, -0.4879], [-0.3068, -1.5116, -1.9972]], "homo_lumo_gap_ev": 8.37, "spin_multiplicity": 1}